This record from the Open Molecules 2025 dataset describes 2 unconnected molecules or ions with the total composition C5H9NO at a distorted geometry. The level of theory is the ωB97M-V functional and the def2-TZVPD basis.

```
16
Properties=species:S:1:pos:R:3:nbo_charge:R:1
O 1.05 0.61 2.96 -0.535
N -0.29 0.99 0.00 -0.391
C 0.64 1.94 -0.14 -0.461
C 0.82 -0.93 -1.03 -0.658
C 1.50 0.24 1.98 0.495
C -1.55 -1.10 0.00 -0.634
C -0.30 -0.32 -0.26 0.093
H 0.40 2.92 0.24 0.197
H 0.64 -0.89 -2.12 0.211
H 1.52 1.75 -0.72 0.195
H 1.78 -0.43 -0.83 0.229
H -2.28 -0.53 0.58 0.205
H -1.34 -2.02 0.55 0.218
H -1.13 1.30 0.48 0.406
H 0.94 -1.98 -0.75 0.223
H -2.05 -1.40 -0.94 0.207
```

E_HOMO (spin up / spin down) ... -0.2384 / -0.2383 Ha
HOMO-LUMO gap (spin up / spin down) ... 0.273 / 0.273 Ha
Energy above the lowest of the compared OMol25 structures with the same formula, charge and spin ... 68.9 kcal/mol



This record from the Open Molecules 2025 dataset describes 2 unconnected molecules or ions with the total composition C5H12N2 at a distorted geometry. The level of theory is the ωB97M-V functional and the def2-TZVPD basis.

```
19
Properties=species:S:1:pos:R:3:nbo_charge:R:1
N 1.07 -1.19 -0.72 -0.048
N -0.03 -0.88 -0.18 -0.299
C 1.88 -2.07 -1.18 -0.304
C 1.59 0.86 0.76 -0.648
C 0.93 0.14 -0.47 0.220
C 0.57 1.24 -1.46 -0.627
C -3.36 -0.21 1.46 -0.854
H -2.78 -1.16 1.79 0.225
H 2.69 0.88 0.70 0.217
H 1.60 -3.08 -1.02 0.196
H -4.02 -0.24 0.54 0.217
H 1.29 0.52 1.74 0.225
H 2.96 -1.81 -1.46 0.210
H -0.23 1.75 -0.92 0.218
H -2.66 0.61 1.36 0.208
H 1.09 1.89 0.76 0.215
H -3.96 0.03 2.31 0.203
H 1.31 1.87 -1.76 0.211
H 0.06 0.84 -2.27 0.216
```

E_HOMO ... -0.2978 Ha
HOMO-LUMO gap ... 0.332 Ha
Energy above the lowest of the compared OMol25 structures with the same formula, charge and spin ... 108.2 kcal/mol



This record from the Open Molecules 2025 dataset describes a molecular structure, C37H37N4O2TaTe at a distorted geometry. The level of theory is the ωB97M-V functional and the def2-TZVPD basis.

```
82
Properties=species:S:1:pos:R:3:mulliken_spin:R:1
Ta 14.23 7.89 10.29 0.916
Te 14.12 11.23 8.16 -0.004
O 13.55 9.17 11.79 0.003
O 16.50 4.37 10.11 -0.004
N 12.29 6.78 10.53 -0.036
N 14.83 5.98 10.43 -0.042
N 13.71 9.87 9.71 0.034
N 16.36 7.93 9.91 -0.041
C 18.40 6.74 9.81 0.001
C 16.83 10.22 5.08 0.000
C 18.21 8.19 4.42 0.000
C 10.44 13.12 12.10 -0.001
C 11.59 12.82 12.79 0.000
C 11.41 4.56 10.94 -0.009
C 11.02 7.22 10.72 0.027
C 12.57 11.88 12.46 -0.001
C 18.35 9.22 9.69 -0.018
C 10.94 13.52 6.41 0.000
C 14.43 7.66 7.60 0.023
C 16.40 8.13 6.17 0.007
C 19.06 8.00 9.64 0.035
C 11.16 11.39 10.53 -0.003
C 15.78 12.30 5.86 0.001
C 12.47 5.45 10.63 0.015
C 10.29 11.23 5.94 0.000
C 15.91 10.82 5.95 0.001
C 11.33 10.72 6.73 -0.001
C 15.21 10.02 6.86 -0.003
C 13.83 4.87 10.47 -0.007
C 17.18 8.90 5.25 0.000
C 17.01 9.13 9.87 0.045
C 8.91 12.98 4.99 0.000
C 11.99 13.11 7.26 0.000
C 16.12 5.53 10.10 -0.001
C 12.88 14.09 8.06 0.000
C 12.21 11.69 7.33 0.003
C 10.17 5.03 11.23 0.016
C 12.32 11.18 11.27 0.004
C 9.91 6.43 11.15 -0.007
C 17.03 6.77 9.82 0.032
C 13.19 10.08 10.89 -0.034
C 15.37 8.64 6.88 -0.030
C 10.08 12.58 5.78 0.000
C 11.49 9.21 6.87 -0.002
C 10.18 12.35 10.97 0.001
H 9.01 6.93 11.34 0.000
H 13.83 7.09 6.93 -0.001
H 18.60 7.34 5.00 0.000
H 14.74 12.66 5.89 0.000
H 10.84 10.78 9.69 -0.001
H 20.12 8.04 9.58 0.001
H 8.50 12.14 4.46 0.000
H 16.25 12.75 4.93 0.000
H 17.76 7.87 3.43 0.000
H 16.15 12.84 6.76 0.000
H 13.80 8.20 8.29 0.064
H 11.62 13.22 13.81 0.000
H 9.34 4.33 11.55 0.000
H 13.97 14.11 7.73 0.000
H 17.30 10.87 4.27 0.000
H 14.06 4.09 11.17 0.000
H 10.87 8.30 10.69 0.007
H 12.77 13.83 9.16 0.000
H 13.36 11.65 13.12 -0.001
H 8.16 13.39 5.63 0.000
H 18.95 5.76 9.91 0.000
H 10.86 14.56 6.22 0.000
H 13.95 4.35 9.53 0.000
H 15.02 6.93 8.15 0.007
H 9.29 13.72 4.32 0.000
H 16.68 7.05 6.12 0.000
H 18.88 10.14 9.72 0.000
H 16.50 10.01 10.09 -0.003
H 10.65 8.61 6.54 0.000
H 12.27 8.79 6.24 -0.001
H 11.64 9.09 7.94 0.004
H 19.13 8.78 4.11 0.000
H 9.84 13.91 12.45 0.000
H 11.58 3.49 10.92 0.000
H 9.70 10.50 5.34 0.000
H 12.52 15.11 7.87 0.000
H 9.32 12.54 10.39 0.000
```

E_HOMO (spin up / spin down) ... -0.6055 / -0.6059 Ha
Total charge ... +3
HOMO-LUMO gap (spin up / spin down) ... 0.265 / 0.263 Ha
Multiplicity ... 2
<S²> ... 0.76



This record from the Open Molecules 2025 dataset describes a molecular structure, C38H57BMnN7O3S4SeSiTe. The level of theory is the ωB97M-V functional and the def2-TZVPD basis.

```
114
Properties=species:S:1:pos:R:3:mulliken_spin:R:1
Te -2.59 -0.67 -2.15 0.004
Se 1.19 0.06 -2.21 0.076
Mn 0.25 0.19 0.03 4.736
S -0.92 -0.34 2.38 0.020
S 0.59 -6.81 -1.88 0.000
S 3.78 0.29 2.24 0.002
S -1.25 2.17 0.04 0.081
Si 1.34 -1.38 -3.95 0.001
O -0.85 -6.89 -2.02 0.000
O 1.15 -7.77 -0.93 0.000
O 1.33 -6.71 -3.13 0.000
N 1.57 -1.49 0.77 0.020
N -0.27 2.88 2.53 0.010
N 3.54 1.72 -0.09 -0.005
N -2.41 3.30 2.23 0.002
N 1.07 1.04 3.63 0.005
N 1.89 2.03 1.33 0.008
N 0.63 -0.87 4.59 -0.002
C 0.31 -0.07 3.54 0.027
C -0.76 3.49 3.67 0.002
C -4.25 1.89 1.39 0.002
C -4.60 0.07 -2.28 0.004
C -3.79 3.32 1.66 0.002
C 0.31 -2.91 -3.76 0.010
C 3.06 1.34 1.13 -0.021
C -2.07 3.75 3.49 0.000
C 0.08 -2.23 4.90 -0.001
C 0.79 -2.79 6.13 0.001
C -4.57 2.58 -5.76 0.000
C 4.76 1.74 -2.22 -0.003
C -3.40 2.28 -5.09 0.000
C 1.86 0.95 4.75 0.003
C -0.18 -4.51 -0.52 0.013
C -3.83 4.20 0.41 -0.001
C 2.15 -4.68 -1.06 0.004
C 0.87 -5.22 -1.10 0.000
C 0.83 -0.43 -5.49 0.006
C -4.74 3.94 2.70 0.001
C -1.29 2.78 1.65 0.006
C 2.77 2.77 -0.57 -0.020
C -2.15 1.13 -3.22 0.007
C -5.80 1.25 -4.18 0.000
C 3.15 -1.85 -4.08 0.008
C 4.69 -0.33 -0.89 0.000
C 2.39 -3.46 -0.45 0.003
C -4.62 0.95 -3.50 0.000
C 1.60 -0.22 5.35 0.000
C -1.41 -2.11 5.21 0.004
C -3.41 1.47 -3.96 -0.002
C 1.78 2.98 0.30 0.026
C 4.75 1.19 -0.79 -0.001
C 0.05 -3.28 0.08 0.031
C 0.35 -3.17 3.72 0.002
C 1.33 -2.76 0.13 -0.080
C 6.00 1.67 -0.05 0.000
C -5.78 2.06 -5.31 0.000
B 1.18 2.27 2.69 -0.008
H 1.86 -2.91 5.95 0.000
H 3.76 -0.63 -1.37 -0.001
H 0.10 -4.19 4.01 0.000
H -1.96 -1.69 4.37 -0.003
H 3.80 -0.97 -4.13 -0.001
H 6.89 1.36 -0.61 0.000
H -0.25 -2.91 2.85 0.000
H 3.81 1.53 -2.72 0.000
H -1.89 1.91 -2.50 0.001
H 0.37 -3.78 6.33 0.000
H -0.25 -0.43 -5.61 -0.001
H 0.63 -2.17 7.01 0.000
H -5.74 3.93 2.27 0.000
H 6.00 2.76 0.02 0.000
H 1.17 0.61 -5.44 0.000
H 0.50 -3.59 -4.60 0.000
H 4.96 2.81 -2.25 0.000
H -6.73 0.83 -3.83 0.000
H 0.96 3.68 0.25 0.006
H -0.12 3.67 4.51 0.000
H -0.75 -2.69 -3.74 -0.001
H -4.55 3.20 -6.65 0.000
H -5.31 -0.75 -2.36 0.001
H 3.44 -2.44 -3.21 -0.002
H -0.78 -2.73 0.51 0.022
H -4.77 3.35 3.62 0.000
H 2.58 1.71 4.99 0.000
H 4.78 -0.80 0.09 -0.001
H -1.81 -3.11 5.42 0.001
H -4.83 0.64 -1.38 0.001
H 1.81 3.09 3.31 0.000
H 5.55 1.24 -2.77 0.000
H -4.85 4.23 0.03 0.001
H -1.17 -4.93 -0.58 0.001
H 2.03 -0.66 6.23 0.000
H 1.36 -1.59 1.76 0.007
H -2.77 4.21 4.16 0.000
H -1.56 -1.49 6.09 0.000
H -3.19 3.81 -0.38 0.001
H 2.55 -1.23 0.73 -0.006
H -2.45 2.68 -5.45 0.000
H -1.29 0.96 -3.86 -0.007
H -5.30 1.91 1.09 0.000
H 2.96 -5.23 -1.53 0.000
H 0.57 -3.45 -2.85 -0.004
H -4.48 4.97 2.93 0.000
H -4.15 1.28 2.29 0.001
H -3.52 5.22 0.64 0.000
H 2.95 3.24 -1.51 0.000
H 6.04 1.25 0.95 0.000
H -6.70 2.28 -5.83 0.000
H 5.52 -0.67 -1.52 0.000
H 1.41 -3.14 3.45 0.000
H 3.39 -3.05 -0.41 -0.001
H 1.27 -0.89 -6.38 0.000
H 3.33 -2.46 -4.97 0.000
H -3.67 1.42 0.59 0.001
```

E_HOMO (spin up / spin down) ... -0.1947 / -0.1948 Ha
Total charge ... -1
HOMO-LUMO gap (spin up / spin down) ... 0.260 / 0.260 Ha
Energy above the lowest of the compared OMol25 structures with the same formula, charge and spin ... 10.5 kcal/mol
Multiplicity ... 6
<S²> ... 8.76



This record from the Open Molecules 2025 dataset describes 2 unconnected molecules or ions with the total composition C6H14O3S at a distorted geometry. The level of theory is the ωB97M-V functional and the def2-TZVPD basis.

```
24
Properties=species:S:1:pos:R:3:nbo_charge:R:1
S -1.91 -0.01 1.65 0.376
O -0.76 0.18 -0.89 -0.706
O -1.60 1.57 1.97 -0.869
O 2.94 0.32 -1.33 -0.679
C -1.99 0.04 -0.29 0.202
C -2.86 -1.27 -0.57 -0.667
C 2.28 0.38 0.98 -0.545
C 3.85 -1.32 -0.13 -0.663
C -2.64 1.34 -0.54 -0.650
C 2.87 -0.16 -0.07 0.321
H 1.67 1.33 0.95 0.198
H 3.39 -2.25 0.45 0.216
H -3.29 1.24 -1.40 0.209
H -2.31 -2.12 -0.21 0.215
H -0.85 1.65 2.59 0.492
H 2.63 1.21 -1.32 0.479
H 4.11 -1.58 -1.16 0.235
H -0.39 -0.67 -1.11 0.476
H -3.24 1.65 0.22 0.222
H -3.33 -1.44 -1.49 0.226
H 4.85 -1.10 0.48 0.229
H 2.18 -0.03 1.90 0.208
H -1.85 2.11 -0.74 0.238
H -3.76 -1.08 0.08 0.236
```

E_HOMO ... -0.3052 Ha
HOMO-LUMO gap ... 0.328 Ha
Energy above the lowest of the compared OMol25 structures with the same formula, charge and spin ... 27.3 kcal/mol